(1)
One molecule with the formula C19H18N4S, computed with ωB97M-V/def2-TZVPD.

Each line ends with the natural charge from an NBO analysis.
Positions of all 42 atoms, in Å:
C 0.18602 -4.38064 4.93939  -0.252
C 0.51517 -3.04496 5.22160  -0.196
C 0.43778 -2.03661 4.28154  -0.286
C -0.09952 -2.33388 2.98840  0.275
N -0.21081 -1.30887 1.99140  -0.488
C 0.84883 -0.30137 1.79951  -0.210
C 1.07549 -0.07263 0.31900  -0.214
N -0.14745 0.41986 -0.39484  -0.428
C -0.13316 1.27183 -1.57415  0.447
N -1.31851 1.79464 -1.92046  -0.501
C -1.42323 2.71154 -2.96937  0.072
C -2.71142 3.20449 -3.50563  -0.232
C -2.49591 4.04381 -4.57757  -0.361
S -0.72690 4.38949 -4.85204  0.342
C -0.31697 3.19052 -3.61693  -0.022
N 0.93355 2.62949 -3.33560  -0.309
C 2.10852 2.93010 -4.02707  -0.084
C 3.04542 2.05814 -3.46466  -0.266
C 2.40255 1.28778 -2.40429  -0.282
C 1.07764 1.68527 -2.32290  0.048
C -1.43805 -0.00039 0.20074  -0.218
C -1.35072 -1.28906 1.00716  -0.212
C -0.48893 -3.63436 2.71710  -0.301
C -0.32964 -4.66977 3.65769  -0.187
H 0.28909 -5.18039 5.69270  0.218
H 0.91524 -2.79600 6.21823  0.211
H 0.76801 -1.03939 4.52743  0.215
H 0.54692 0.63047 2.33134  0.183
H 1.76653 -0.63728 2.20970  0.216
H 1.86374 0.66599 0.27350  0.215
H 1.40241 -1.01988 -0.13108  0.192
H -3.65131 2.88903 -3.04904  0.240
H -3.33503 4.42408 -5.17141  0.242
H 2.22948 3.68687 -4.81015  0.237
H 4.08776 1.96712 -3.73834  0.225
H 2.85705 0.47759 -1.80853  0.227
H -1.87511 0.76958 0.83260  0.196
H -2.17035 -0.23068 -0.58401  0.232
H -1.21735 -2.14011 0.34577  0.177
H -2.30654 -1.49594 1.51884  0.211
H -0.96578 -3.82084 1.74661  0.212
H -0.64451 -5.69468 3.43780  0.215

Results
E = -1351.9745 Ha
SMILES string = c1ccc(N2CCN(c3nc4ccsc4n4cccc34)CC2)cc1


(2)
C19H19AuBF6N5O6S3 as an isolated structure, computed with ωB97M-V/def2-TZVPD.

Each line ends with the natural charge from an NBO analysis.
Positions of all 60 atoms, in Å:
Au 0.14033 0.56757 0.15072  1.001
N 0.18306 3.24419 3.64615  -0.781
C 0.11618 2.16738 2.83667  0.310
S 0.21514 2.61954 1.11460  -0.175
N 0.01245 1.00129 3.41395  -0.417
N -0.08550 -0.00637 2.51846  -0.297
C 0.03751 -1.22842 2.82294  0.037
C 0.01311 -2.19195 1.70087  0.171
C 0.13327 -3.55057 1.95382  -0.229
C 0.12858 -4.44096 0.88914  -0.135
C -0.00869 -3.95228 -0.39749  -0.248
C -0.12701 -2.58216 -0.57624  0.088
N -0.11260 -1.72742 0.44152  -0.528
H 0.22536 4.17530 3.27553  0.409
H 0.01691 3.10179 4.62805  0.413
H 0.19162 -1.59796 3.83508  0.190
H 0.23129 -3.89724 2.97314  0.227
H 0.23156 -5.50284 1.06800  0.228
H -0.01545 -4.60409 -1.25842  0.241
H -0.22304 -2.14423 -1.55963  0.251
C 7.71022 2.36528 -2.26336  -0.608
C 7.85508 1.18650 -1.30159  -0.080
C 8.80326 1.59976 -0.16796  -0.595
C 8.46232 0.00739 -2.07337  -0.596
C 6.51132 0.76352 -0.70566  0.016
C 6.47094 -0.32255 0.17801  -0.204
C 5.29733 -0.78636 0.76054  -0.232
C 4.14842 -0.11093 0.42342  0.198
O 2.83391 -0.35379 0.83074  -0.676
B 2.13165 0.60774 0.15997  1.005
O 2.87717 1.45350 -0.60076  -0.666
C 4.17002 0.96558 -0.43791  0.287
C 5.32616 1.42925 -1.02188  -0.259
H 8.68949 2.62223 -2.66913  0.216
H 7.31876 3.25199 -1.76222  0.209
H 7.05730 2.12585 -3.10366  0.217
H 9.75762 1.93136 -0.58111  0.210
H 9.00341 0.77155 0.51193  0.206
H 8.38001 2.41949 0.41436  0.212
H 9.40590 0.30878 -2.53179  0.210
H 7.79036 -0.32780 -2.86426  0.218
H 8.66549 -0.84152 -1.42076  0.205
H 7.39220 -0.83426 0.42112  0.215
H 5.28713 -1.63120 1.43392  0.231
H 5.28861 2.26623 -1.70119  0.241
F -2.29850 1.22343 -4.78323  -0.299
C -1.96092 0.75071 -3.59276  0.725
F -2.63046 -0.37627 -3.36248  -0.311
F -2.31592 1.64200 -2.65735  -0.320
S -0.13859 0.49593 -3.47041  2.270
O 0.01101 -0.08376 -2.13370  -1.055
O 0.45365 1.78201 -3.65023  -0.898
N 0.03594 -0.57978 -4.56885  -1.234
S 1.40495 -1.03218 -5.21934  2.273
O 2.27929 0.04652 -5.55069  -0.914
O 1.13660 -2.07543 -6.15266  -0.911
C 2.28619 -1.89034 -3.83313  0.702
F 1.51305 -2.82093 -3.25569  -0.330
F 3.37571 -2.49471 -4.30138  -0.309
F 2.66753 -1.02946 -2.88113  -0.326

Results
E = -3414.9762 Ha


(3)
A 2-piece molecular cluster, C19H19BCl4NO3 overall, computed with ωB97M-V/def2-TZVPD.

Each line ends with the natural charge from an NBO analysis.
Positions of all 47 atoms, in Å:
Cl 3.81731 2.05022 -3.69708  -0.254
B 3.07866 0.34587 -3.81272  0.422
Cl 2.59739 -0.07542 -5.57928  -0.281
Cl 4.19524 -0.99595 -3.14261  -0.269
O 1.83673 0.39215 -3.01845  -0.630
C 0.93418 -0.50128 -2.81111  0.444
C -0.40345 -0.23212 -3.23975  -0.184
C -1.29121 -1.31038 -3.43446  -0.118
C -2.58832 -1.06951 -3.86930  -0.247
C -3.00307 0.24596 -4.14058  -0.025
Cl -4.60935 0.54786 -4.64246  0.024
C -2.10953 1.32285 -3.99995  -0.239
C -0.81368 1.09069 -3.56417  -0.115
H 1.21505 -1.49874 -2.45647  0.207
H -0.92083 -2.32130 -3.28030  0.227
H -3.28766 -1.88484 -4.03225  0.227
H -2.43305 2.32743 -4.25431  0.229
H -0.08496 1.90009 -3.52097  0.248
C -1.63113 -3.60217 2.91424  -0.621
C -0.28325 -3.55756 2.25791  -0.074
O -0.09661 -2.20508 1.74897  -0.506
C 0.97801 -2.12728 0.95496  0.740
C 1.34882 -0.71038 0.60395  -0.020
C 2.63698 -0.49705 -0.05973  -0.681
N 0.70121 0.18430 1.30055  -0.404
C 0.99583 1.40539 1.61513  -0.072
C 0.21293 2.13832 2.58855  -0.070
C 0.53537 3.47097 2.94107  -0.219
C -0.25132 4.14895 3.86392  -0.222
C -1.36130 3.51100 4.44575  -0.262
C -1.66797 2.18297 4.12037  -0.237
C -0.87494 1.49091 3.20859  -0.154
O 1.64622 -3.08265 0.59390  -0.676
H -1.76867 -4.57951 3.37962  0.200
H -1.74001 -2.83636 3.68331  0.212
H -2.41564 -3.46191 2.16650  0.206
H 0.51724 -3.77408 2.98088  0.176
H -0.21404 -4.27132 1.42967  0.193
H 2.90435 -1.42266 -0.56928  0.244
H 2.59947 0.29148 -0.80259  0.211
H 3.40001 -0.23735 0.67974  0.198
H 1.87250 1.90630 1.16386  0.142
H 1.40626 3.94010 2.46925  0.205
H -0.00321 5.17462 4.13341  0.199
H -1.97667 4.05319 5.16265  0.197
H -2.52485 1.68535 4.57471  0.199
H -1.07507 0.44793 2.94632  0.229

Results
E = -2881.6730 Ha
Total charge = -1